{"formula": "C50H66N4P2SSiTi", "method": "the ωB97M-V functional and the def2-TZVPD basis", "elements": ["Ti", "S", "P", "P", "Si", "N", "N", "N", "N", "C", "C", "C", "C", "C", "C", "C", "C", "C", "C", "C", "C", "C", "C", "C", "C", "C", "C", "C", "C", "C", "C", "C", "C", "C", "C", "C", "C", "C", "C", "C", "C", "C", "C", "C", "C", "C", "C", "C", "C", "C", "C", "C", "C", "C", "C", "C", "C", "C", "C", "H", "H", "H", "H", "H", "H", "H", "H", "H", "H", "H", "H", "H", "H", "H", "H", "H", "H", "H", "H", "H", "H", "H", "H", "H", "H", "H", "H", "H", "H", "H", "H", "H", "H", "H", "H", "H", "H", "H", "H", "H", "H", "H", "H", "H", "H", "H", "H", "H", "H", "H", "H", "H", "H", "H", "H", "H", "H", "H", "H", "H", "H", "H", "H", "H", "H"], "coordinates": [[-0.926, 0.185, 0.621], [-2.578, -0.747, 2.333], [1.319, 0.160, -0.839], [-1.667, -2.104, -0.969], [-1.503, 1.118, -1.747], [-5.024, -0.219, 1.385], [-3.535, 1.483, 1.085], [-2.180, 1.761, 1.206], [0.188, 1.413, 1.858], [4.090, 3.561, 1.559], [-0.271, 2.715, 2.060], [-2.861, -5.645, 1.936], [2.365, 0.908, -3.356], [4.116, 0.059, -0.476], [-2.615, 3.848, 2.366], [-2.359, 2.798, -1.853], [2.041, 3.977, 4.209], [-3.639, 0.374, -3.521], [-0.909, -4.428, -2.530], [-1.735, 2.783, 1.833], [2.217, 1.399, -4.641], [3.474, 3.801, 4.722], [-4.364, 5.469, 2.028], [1.361, -4.298, -3.636], [-1.849, -4.540, 2.320], [1.428, 0.987, 2.331], [-2.925, -5.852, 0.426], [-3.408, 5.177, 4.213], [-3.931, -2.234, -2.674], [-4.307, 5.816, 3.372], [5.058, 3.644, 2.736], [5.396, -0.780, -0.569], [1.823, 4.053, 2.682], [-2.414, -3.355, 0.171], [1.261, 0.845, -2.493], [1.233, -2.789, -3.886], [-1.278, -3.822, 1.097], [-3.280, -4.554, -0.304], [2.665, 3.070, 1.835], [-0.472, -3.034, -2.050], [-0.125, 1.770, -4.228], [0.971, 1.832, -5.081], [2.739, -1.919, 0.316], [2.571, 1.675, 2.376], [-4.805, -1.719, -3.621], [-0.066, -2.225, -3.282], [5.219, -2.175, 0.065], [-4.650, -0.412, -4.054], [-3.529, 4.483, 1.528], [4.056, -2.182, 1.052], [-2.560, 4.201, 3.712], [-3.767, 0.288, 1.536], [-2.749, -0.110, -2.557], [2.882, -0.812, -0.760], [4.577, 4.489, 3.915], [-0.009, 1.280, -2.930], [0.360, 3.855, 2.403], [-2.904, -1.450, -2.145], [-0.023, -4.934, -3.689], [1.806, -4.485, -2.653], [-3.044, -2.713, 0.791], [6.003, 4.046, 2.361], [3.073, 1.445, -5.303], [0.855, 2.211, -6.089], [-1.093, 2.100, -4.592], [-3.330, 2.740, -1.357], [-3.578, 4.195, 0.487], [-0.485, -4.671, -4.645], [-5.325, 0.002, -4.794], [-1.943, -4.387, -2.877], [-5.065, 5.966, 1.370], [1.611, 4.890, 4.633], [2.080, 5.068, 2.358], [1.243, -2.592, -4.960], [-5.738, 0.439, 1.116], [-1.853, 3.701, 4.362], [-4.963, 6.584, 3.761], [5.685, -0.888, -1.617], [6.210, -0.240, -0.078], [-5.291, -0.972, 1.993], [4.531, 2.915, 0.793], [-2.603, -6.585, 2.426], [2.096, -2.263, -3.468], [4.217, -1.414, 1.815], [-0.873, -5.133, -1.697], [-2.337, -3.790, 2.946], [-0.584, -4.471, 0.554], [-1.963, -6.231, 0.068], [-2.507, 3.155, -2.876], [6.142, -2.488, 0.554], [-3.556, 1.403, -3.852], [-5.602, -2.338, -4.013], [1.435, -0.049, 2.672], [0.036, -6.023, -3.663], [-3.365, 5.439, 5.262], [5.430, 4.673, 4.573], [3.441, 1.203, 2.821], [-1.750, 3.540, -1.329], [-3.859, -5.377, 2.295], [-0.693, -2.959, 1.434], [3.710, 2.734, 4.772], [2.405, -2.840, -0.171], [3.499, 4.159, 5.754], [5.017, -2.917, -0.714], [-3.208, -4.733, -1.371], [2.032, -4.751, -4.367], [1.961, -1.654, 1.039], [4.009, 4.555, 1.106], [-0.884, -2.276, -4.008], [-3.664, -6.616, 0.178], [4.166, 0.904, -1.167], [0.058, -1.174, -3.053], [-1.031, -4.956, 2.912], [1.438, 3.153, 4.597], [3.997, -3.136, 1.579], [3.015, -1.280, -1.740], [0.408, -3.143, -1.404], [5.285, 2.638, 3.106], [3.340, 0.571, -3.028], [-0.267, 4.732, 2.505], [4.007, 0.492, 0.518], [-4.067, -3.253, -2.342], [2.173, 3.054, 0.853], [-4.328, -4.318, -0.101], [4.243, 5.472, 3.564]], "mulliken_spin": [0.71, -0.02, 0.42, -0.03, 0.10, 0.00, 0.03, -0.07, -0.05, 0.01, 0.04, 0.00, 0.11, 0.10, 0.00, -0.01, 0.00, 0.00, 0.00, -0.01, -0.05, 0.00, 0.00, 0.00, 0.00, 0.02, 0.00, 0.00, 0.00, 0.00, 0.00, 0.00, 0.00, 0.01, 0.25, 0.00, 0.02, 0.00, 0.03, -0.01, -0.08, 0.10, 0.10, 0.01, 0.00, 0.02, 0.00, 0.00, 0.00, 0.01, 0.00, 0.01, 0.01, 0.15, 0.00, 0.00, -0.01, -0.01, 0.00, 0.00, 0.00, 0.00, 0.00, 0.01, 0.00, 0.00, 0.00, 0.00, 0.00, 0.00, 0.00, 0.00, 0.00, 0.00, 0.00, 0.00, 0.00, 0.00, 0.00, 0.00, 0.00, 0.00, 0.00, 0.00, 0.00, 0.00, 0.00, 0.00, 0.00, 0.00, 0.00, 0.00, -0.02, 0.00, 0.00, 0.00, 0.00, 0.00, 0.00, 0.00, 0.00, 0.01, 0.00, 0.00, 0.00, 0.00, 0.02, 0.00, 0.00, 0.00, 0.00, 0.02, 0.00, 0.00, 0.00, -0.02, -0.01, 0.00, 0.02, 0.00, 0.02, 0.00, 0.01, 0.00, 0.00], "multiplicity": 3, "lumo_ev": [0.217, -1.245], "s_squared": 2.019, "homo_energy_ev": [-7.0, -7.0]}

***

{"formula": "C50H72Br6O4", "method": "the ωB97M-V functional and the def2-TZVPD basis", "elements": ["Br", "Br", "Br", "Br", "Br", "Br", "O", "O", "O", "O", "C", "C", "C", "C", "C", "C", "C", "C", "C", "C", "C", "C", "C", "C", "C", "C", "C", "C", "C", "C", "C", "C", "C", "C", "C", "C", "C", "C", "C", "C", "C", "C", "C", "C", "C", "C", "C", "C", "C", "C", "C", "C", "C", "C", "C", "C", "C", "C", "C", "C", "H", "H", "H", "H", "H", "H", "H", "H", "H", "H", "H", "H", "H", "H", "H", "H", "H", "H", "H", "H", "H", "H", "H", "H", "H", "H", "H", "H", "H", "H", "H", "H", "H", "H", "H", "H", "H", "H", "H", "H", "H", "H", "H", "H", "H", "H", "H", "H", "H", "H", "H", "H", "H", "H", "H", "H", "H", "H", "H", "H", "H", "H", "H", "H", "H", "H", "H", "H", "H", "H", "H", "H"], "coordinates": [[21.759, 15.148, -9.534], [14.222, 20.664, -3.218], [15.012, 16.131, -3.813], [16.544, 11.181, -9.371], [15.789, 9.007, -6.633], [21.947, 13.008, -5.394], [16.264, 16.783, -6.843], [20.326, 17.585, -1.529], [14.864, 14.182, -6.704], [19.772, 16.507, 1.577], [14.169, 7.893, 1.715], [17.528, 17.295, -7.225], [22.027, 12.046, -1.109], [14.137, 8.611, 0.531], [16.554, 13.085, -2.378], [17.002, 13.221, -3.690], [12.843, 15.496, -6.858], [19.887, 9.982, 3.446], [11.525, 10.444, -3.725], [13.486, 14.246, -6.325], [19.234, 12.480, -3.080], [14.195, 13.437, 2.717], [14.944, 8.352, 2.775], [20.800, 8.968, 3.112], [22.146, 14.399, -6.831], [13.520, 9.200, -3.219], [19.045, 10.458, 2.463], [18.520, 16.510, -2.817], [19.082, 9.910, 1.190], [22.309, 14.377, -0.565], [15.699, 9.519, 2.638], [18.491, 16.109, -7.227], [21.486, 13.866, -8.075], [20.004, 16.578, -2.498], [17.494, 12.712, -1.425], [13.676, 11.524, -3.781], [14.296, 17.812, -3.041], [19.936, 8.858, 0.890], [14.582, 13.571, 1.377], [14.288, 10.321, -3.402], [14.149, 14.599, 3.468], [22.174, 13.370, -1.503], [12.299, 11.602, -3.886], [15.664, 10.230, 1.452], [18.309, 14.776, 0.939], [22.245, 12.745, 1.187], [14.484, 15.834, 2.943], [14.879, 9.773, 0.385], [15.194, 18.955, -3.483], [14.803, 14.824, 0.823], [18.935, 15.485, 2.124], [12.121, 9.252, -3.388], [22.428, 14.059, 0.780], [14.784, 15.974, 1.593], [18.310, 12.904, -4.044], [20.795, 8.373, 1.853], [18.798, 12.425, -1.764], [17.085, 11.437, -7.485], [22.081, 11.727, 0.247], [15.996, 10.958, -6.558], [13.309, 14.189, -5.246], [19.558, 14.780, 2.693], [16.077, 19.092, -2.867], [20.355, 15.627, -2.092], [15.572, 17.434, -6.993], [21.490, 8.588, 3.856], [21.937, 12.956, -8.456], [16.347, 11.068, 1.372], [18.338, 11.254, 2.673], [13.300, 18.001, -3.431], [20.415, 13.708, -7.998], [17.936, 18.056, -6.553], [14.980, 10.306, -0.552], [18.442, 10.368, 0.444], [23.219, 14.444, -6.971], [21.983, 10.683, 0.511], [13.923, 12.444, 3.048], [13.072, 13.348, -6.790], [20.227, 12.175, -3.368], [15.296, 15.011, -6.442], [15.358, 10.331, -3.232], [21.715, 15.322, -6.465], [19.883, 8.455, -0.115], [18.233, 15.855, 2.879], [17.849, 13.838, 1.232], [18.632, 13.074, -5.066], [18.026, 15.247, -7.716], [14.215, 17.671, -1.969], [19.987, 10.448, 4.417], [15.509, 18.888, -4.518], [13.906, 14.493, 4.521], [14.537, 12.711, 0.719], [11.500, 8.376, -3.258], [20.313, 16.871, 2.285], [16.350, 13.738, -4.384], [22.476, 14.828, 1.540], [13.604, 6.973, 1.776], [14.926, 7.853, 3.735], [22.516, 15.397, -0.867], [17.953, 10.791, -7.366], [15.086, 16.931, 1.188], [20.477, 16.829, -3.451], [15.031, 11.386, -6.820], [14.577, 16.720, 3.559], [21.489, 7.574, 1.630], [22.218, 12.440, 2.226], [17.372, 12.453, -7.226], [16.177, 11.203, -5.514], [21.946, 11.235, -1.823], [17.173, 12.603, -0.396], [10.448, 10.485, -3.827], [17.581, 15.430, 0.450], [12.708, 15.491, -7.941], [19.412, 16.282, -7.779], [18.383, 15.664, -3.493], [14.268, 12.418, -3.930], [13.649, 8.181, -0.336], [13.934, 8.250, -2.905], [15.544, 13.350, -2.095], [19.064, 14.662, 0.158], [22.146, 13.665, -2.548], [18.663, 15.809, -6.191], [18.105, 17.439, -3.210], [17.950, 16.360, -1.891], [17.448, 17.754, -8.213], [19.928, 17.290, -0.697], [11.835, 12.555, -4.107], [13.471, 16.363, -6.637], [11.865, 15.654, -6.398], [19.478, 12.018, -1.024], [14.982, 14.795, -0.248], [16.315, 9.835, 3.470]], "mulliken_charge": [-0.16, -0.16, 0.06, -0.17, -0.14, -0.10, -0.31, -0.61, -0.25, -0.46, -0.48, -0.53, -0.48, -0.31, -0.75, -0.45, -1.16, -0.88, -0.40, 0.31, -0.44, -0.65, -0.61, -0.39, -0.50, -0.75, -0.02, 0.11, 0.24, -0.38, -0.85, -0.48, -0.51, -0.14, -0.13, 0.62, -0.73, -0.72, -0.25, -0.34, -0.39, 0.14, -0.66, 0.25, 0.96, -0.41, -0.55, 0.02, -0.55, -0.05, -0.77, -0.58, -0.62, -0.34, 0.43, -0.48, 0.16, -0.24, -0.27, 0.30, -0.19, 0.33, 0.31, -0.04, 0.17, 0.38, 0.47, 0.33, 0.51, 0.46, 0.10, 0.29, 0.17, 0.21, 0.41, 0.50, 0.49, 0.46, 0.12, -0.02, 0.57, 0.37, 0.37, 0.35, -0.17, 0.19, 0.15, 0.39, 0.39, 0.27, 0.35, 0.44, 0.39, 0.26, -0.23, 0.35, 0.39, 0.37, 0.41, 0.53, 0.37, 0.37, 0.29, 0.38, 0.40, 0.40, -0.05, -0.55, 0.35, 0.28, 0.37, -0.15, 0.31, 0.33, -0.22, -0.13, 0.30, 0.57, 0.64, -0.29, 0.10, 0.00, 0.22, -0.07, 0.39, 0.30, 0.41, 0.12, 0.38, -0.06, 0.22, 0.39], "lumo_ev": 0.211, "homo_energy_ev": -9.2}

***

| no. | energy (Ha) |
| --- | --- |
| 1 | -4383.778688 |
| 2 | -17693.402734 |